Entry 1:
Formula: Cl2H4Si2
Source: OMol25
Level of theory: wB97M-V/def2-TZVPD

```
8
Properties=species:S:1:pos:R:3:forces:R:3:lowdin_charge:R:1
Si 0.881 0.139 -0.435 0.40 -0.48 -0.22 0.135
Si -3.292 -0.453 0.501 0.48 -0.55 -0.38 0.221
Cl -5.072 0.187 -0.322 -0.26 0.17 -0.04 0.027
Cl -0.154 1.766 0.143 -0.65 0.84 0.33 0.167
H 0.048 -0.605 -1.371 -0.10 -0.20 -0.19 -0.108
H 2.111 0.608 -1.067 0.20 0.00 -0.12 -0.108
H 1.180 -0.649 0.754 0.07 -0.21 0.20 -0.103
H -3.263 0.481 1.652 -0.15 0.43 0.42 -0.230
```
Positions in Å, forces in eV/Å.

Computed properties:
energy above the lowest of the compared OMol25 structures with the same formula, charge and spin	30.4	kcal per mole
Kohn-Sham gap	8.084	eV
HOMO energy	-8.9	eV
net charge	0

Entry 2:
Formula: C50H54AsCl3N5O5Ti
Source: OMol25
Level of theory: wB97M-V/def2-TZVPD

```
119
Properties=species:S:1:pos:R:3:forces:R:3:lowdin_charge:R:1
Ti -1.218 0.114 1.625 -0.86 -0.43 -0.42 1.010
Cl -4.860 -6.215 0.250 0.54 0.87 0.59 0.561
C -3.986 -4.782 0.927 -0.86 -0.55 -0.49 -0.611
C -3.167 -4.938 2.061 0.76 0.72 0.37 -0.094
C -2.479 -3.814 2.495 -1.42 0.33 -0.27 0.005
C -2.665 -2.523 1.840 0.46 -1.74 0.76 -0.367
O -2.108 -1.502 2.355 1.23 1.31 0.84 -0.160
C -3.471 -2.415 0.704 -0.61 -0.44 -0.71 -0.135
C -3.676 -1.144 0.034 -0.50 0.08 0.35 -0.025
N -2.980 -0.078 0.272 0.41 0.51 0.23 0.035
C -3.423 1.266 -0.019 -0.87 -2.45 -3.55 -0.191
C -3.740 1.712 -1.327 0.84 -1.81 2.15 -0.012
C -4.287 2.962 -1.472 -0.61 1.34 -1.56 -0.078
C -4.541 3.779 -0.396 0.45 -0.24 0.09 -0.021
C -4.260 3.326 0.898 1.04 -0.02 -0.52 -0.144
C -4.343 4.172 2.014 -0.28 -0.83 1.89 -0.001
C -4.023 3.696 3.277 0.56 -1.91 -2.93 -0.006
C -3.442 2.354 3.338 -1.19 0.61 0.69 -0.085
N -3.277 1.596 2.277 0.16 -0.07 1.86 0.081
C -3.673 2.040 1.066 -0.41 2.17 1.49 -0.201
C -4.214 -3.563 0.316 0.71 -0.76 0.48 -0.062
H -3.044 -5.865 2.655 -0.33 0.50 -0.85 0.120
H -1.969 -3.849 3.459 0.19 0.18 -0.48 0.119
H -4.578 -1.145 -0.616 0.52 0.46 0.19 0.150
H -3.448 1.013 -2.105 -0.38 0.38 -0.27 0.113
H -4.514 3.362 -2.482 0.24 -0.38 0.66 0.122
H -4.783 4.817 -0.534 -0.47 0.17 -0.10 0.116
H -4.791 5.138 1.907 -0.10 0.51 -0.11 0.113
H -4.274 4.261 4.114 0.05 0.75 1.48 0.079
H -3.267 1.916 4.366 0.24 0.40 -1.42 0.136
H -4.979 -3.560 -0.439 0.05 0.32 -0.45 0.102
Cl -2.168 -5.058 -4.848 -0.29 -0.06 0.12 0.469
C -3.668 -5.500 -5.780 1.65 1.37 0.87 -0.961
Cl -4.328 -4.042 -6.499 -0.36 -0.14 -0.11 0.511
H -4.320 -5.936 -5.056 -0.55 -0.34 -0.03 0.020
H -3.224 -6.116 -6.516 -0.45 -0.83 -0.83 0.000
C -0.087 2.918 2.730 0.00 0.32 -3.00 -0.124
O -0.610 1.854 1.885 0.77 -0.08 0.88 -0.472
H 0.917 3.167 2.256 -0.82 -0.28 1.22 0.092
H -0.034 2.656 3.798 -0.06 0.16 -0.48 0.080
H -0.724 3.804 2.452 0.45 -0.56 1.05 0.081
H -0.684 2.854 -0.170 0.04 -0.71 2.14 0.109
C -1.848 0.543 -4.596 -0.23 1.96 -1.93 -0.065
C -1.863 2.085 -4.410 0.47 0.15 1.25 -0.141
C -0.730 2.731 -3.509 0.82 0.84 -1.47 -0.226
C 0.770 2.356 -3.958 -0.16 -0.10 0.71 -0.110
C 1.894 2.847 -2.988 -0.74 0.70 0.06 -0.074
C -0.869 4.266 -3.655 0.47 0.55 -1.15 -0.384
O -1.044 4.891 -4.690 -0.13 -1.26 0.25 0.093
N -0.661 5.030 -2.539 0.13 -0.62 1.54 0.213
C -0.621 4.593 -1.220 -0.80 -0.19 0.12 -0.457
O -0.619 5.342 -0.272 0.32 -0.13 -0.34 0.107
N -0.717 3.215 -1.076 0.24 1.81 -1.27 0.250
C -0.821 2.299 -2.065 0.09 1.08 -1.37 -0.460
O -0.943 1.153 -1.796 -0.12 -2.52 0.72 0.095
H -2.747 0.332 -5.205 0.42 -0.20 0.23 0.084
H -1.850 -0.064 -3.732 0.20 -0.43 0.95 0.037
H -0.974 0.390 -5.245 -0.23 -0.66 0.33 0.080
H -2.759 2.470 -3.910 -0.32 -0.40 -0.28 0.093
H -1.845 2.553 -5.400 0.21 0.01 0.30 0.119
H 1.008 2.670 -4.969 -0.41 0.54 -0.15 0.118
H 0.810 1.259 -4.044 -0.09 0.22 0.49 0.108
H 2.148 3.943 -3.040 -0.64 -0.94 -0.07 0.096
H 2.802 2.341 -3.239 0.56 -0.40 -0.17 0.055
H 1.668 2.592 -1.935 0.13 0.09 -0.45 0.057
H -0.758 6.018 -2.643 0.03 0.57 -0.19 0.161
C 5.486 -4.760 -1.051 0.34 0.05 0.57 -0.057
C 4.665 -3.569 -0.561 0.76 -1.23 0.15 -0.278
C 4.226 -3.551 0.747 -0.34 0.45 -0.02 -0.018
C 3.415 -2.478 1.232 0.97 -1.99 -0.87 -0.254
C 3.174 -2.621 2.700 -1.53 -0.70 0.15 -0.050
C 3.039 -1.489 0.322 0.93 0.53 -0.74 -0.266
As 1.903 0.069 0.692 0.14 -0.08 0.28 1.359
N 0.331 -0.921 0.899 -0.81 1.49 1.00 -0.381
C 0.039 -2.038 0.122 -0.15 -2.27 -0.39 -0.375
C 0.197 -3.342 0.706 1.07 1.68 0.15 -0.046
C -0.027 -4.499 -0.014 1.25 -1.09 1.81 -0.129
C -0.511 -4.449 -1.271 -1.08 -0.01 -1.99 -0.105
C -0.754 -3.176 -1.877 -0.17 -1.49 0.08 -0.089
C -0.487 -2.000 -1.223 0.37 0.93 1.70 -0.046
C 2.667 0.809 2.470 -0.01 -0.11 -0.81 -0.242
C 3.571 1.869 2.213 -0.46 -0.45 -1.98 -0.302
C 3.984 2.256 0.785 0.95 -0.89 -0.91 -0.100
C 4.077 2.612 3.232 0.76 0.06 1.52 -0.040
C 3.806 2.332 4.560 -1.16 -0.03 0.71 -0.259
C 4.439 3.043 5.738 -0.18 0.81 -0.43 -0.051
C 2.803 1.395 4.788 0.74 -0.18 0.48 -0.033
C 2.294 0.599 3.794 -1.38 -0.13 -0.87 -0.298
C 1.166 -0.361 4.147 -0.19 2.45 -1.38 -0.049
C 3.540 -1.511 -1.038 -1.10 0.74 0.90 -0.246
C 3.057 -0.452 -2.055 -0.77 -1.81 0.78 -0.087
C 4.347 -2.551 -1.444 -0.08 -0.13 -0.50 -0.033
H 5.170 -5.686 -0.557 0.14 0.25 0.24 0.071
H 6.598 -4.645 -0.890 -1.18 0.00 -0.31 0.097
H 5.249 -4.945 -2.087 0.34 0.12 -0.53 0.061
H 4.511 -4.406 1.404 -0.31 0.88 -0.47 0.122
H 3.714 -3.501 3.076 0.01 0.55 0.00 0.082
H 2.128 -2.744 3.069 0.47 0.12 -0.75 0.076
H 3.493 -1.723 3.134 0.77 1.21 1.17 0.049
H 0.663 -3.423 1.712 -0.58 0.25 -0.77 0.107
H 0.314 -5.479 0.435 -0.80 1.14 -0.47 0.128
H -0.753 -5.443 -1.717 0.20 1.23 -0.25 0.106
H -1.186 -3.115 -2.867 -0.03 -0.16 -0.09 0.059
H -0.753 -1.012 -1.648 0.44 -0.80 0.18 0.084
H 4.726 3.058 0.723 -0.13 0.10 0.66 0.066
H 3.138 2.621 0.167 0.36 -0.60 0.26 0.049
H 4.568 1.406 0.250 -1.42 1.03 0.70 0.105
H 4.754 3.415 3.077 0.60 0.60 -0.59 0.107
H 3.718 3.038 6.583 0.60 0.11 -0.38 0.079
H 4.717 4.110 5.478 -0.28 -1.19 0.37 0.093
H 5.348 2.502 6.029 -0.16 0.23 0.09 0.079
H 2.388 1.183 5.758 0.26 0.25 0.61 0.117
H 1.524 -1.105 4.755 0.71 -2.09 1.42 0.050
H 0.794 -0.740 3.211 -0.33 -0.64 -0.07 0.020
H 0.359 0.154 4.682 0.09 0.04 -0.08 0.091
H 2.835 0.497 -1.631 0.33 0.80 0.46 -0.026
H 2.056 -0.777 -2.415 0.62 -0.03 -0.25 0.088
H 3.773 -0.366 -2.837 0.39 0.07 -0.87 0.066
H 4.687 -2.679 -2.483 -0.18 0.43 0.42 0.124
```
Positions in Å, forces in eV/Å.

Computed properties:
energy above the lowest of the compared OMol25 structures with the same formula, charge and spin	45.1	kcal per mole
Kohn-Sham gap (alpha / beta)	6.221 / 6.518	eV
HOMO energy (alpha / beta)	-6.8 / -7.1	eV
spin multiplicity	2
net charge	0

Entry 3:
Formula: C4H11N3
Source: OMol25
Level of theory: wB97M-V/def2-TZVPD

```
18
Properties=species:S:1:pos:R:3:forces:R:3:lowdin_charge:R:1
C -2.390 0.662 0.367 0.48 0.60 0.36 -0.106
C -1.527 -0.629 0.048 -2.14 0.13 -1.40 -0.244
C -0.038 -0.327 -0.183 -4.44 0.50 1.19 -0.360
N 0.650 0.346 0.888 1.05 -1.85 -3.00 0.148
C 1.934 0.567 0.245 1.91 3.52 -1.01 -0.593
N 2.512 -0.456 -0.454 -1.71 -1.63 0.57 0.068
N 2.495 1.754 0.122 -2.18 -1.91 1.52 0.094
H -1.655 1.486 0.498 -0.74 -0.16 -0.31 0.060
H -3.232 0.990 -0.341 1.52 -0.84 0.81 0.090
H -2.816 0.552 1.378 -0.07 0.01 -0.47 0.062
H -1.748 -1.390 0.805 0.59 0.33 0.00 0.098
H -1.987 -1.082 -0.899 1.08 0.50 1.09 0.118
H 0.141 -0.192 -1.214 0.83 0.65 -0.77 0.109
H 0.644 -1.026 0.400 0.46 -2.26 1.32 0.087
H 0.263 -2.244 -0.586 0.36 1.51 0.93 0.186
H 1.789 -1.260 -0.554 2.85 1.21 -1.00 0.040
H 3.101 -0.090 -1.206 -0.40 -0.78 0.35 0.114
H 1.864 2.338 0.687 0.54 0.47 -0.18 0.029
```
Positions in Å, forces in eV/Å.

Computed properties:
energy above the lowest of the compared OMol25 structures with the same formula, charge and spin	182.0	kcal per mole
Kohn-Sham gap	7.427	eV
HOMO energy	-8.9	eV
net charge	0

Entry 4:
Formula: C36H12F15GeIrN3S
Source: OMol25
Level of theory: wB97M-V/def2-TZVPD

```
69
Properties=species:S:1:pos:R:3:forces:R:3:lowdin_charge:R:1
Ir 1.260 -2.314 0.713 2.22 1.84 0.27 1.120
C -2.286 -4.414 1.313 -0.45 -0.31 -0.07 -0.011
C -1.093 -3.720 1.558 -0.42 -0.69 -0.93 -0.086
N -0.385 -3.264 0.541 -2.44 0.05 -0.39 -0.166
C -0.825 -3.325 -0.767 0.05 0.09 0.74 -0.123
C -2.125 -3.828 -1.026 1.41 -0.22 0.64 -0.142
C -2.793 -4.492 0.033 -0.06 0.93 0.45 0.047
C -2.595 -3.723 -2.329 0.27 0.18 -1.16 0.016
C -1.742 -3.303 -3.330 -0.32 0.18 -0.24 -0.026
C -0.423 -2.891 -3.082 1.08 -0.08 0.02 0.028
C 0.086 -2.815 -1.779 -0.69 -0.03 -0.08 -0.152
N 1.312 -2.330 -1.278 -1.01 0.23 0.75 0.006
C 2.400 -1.583 -1.772 -0.02 -0.60 -0.23 -0.174
C 2.548 -0.927 -2.979 0.24 -0.29 0.01 0.027
C 3.779 -0.349 -3.332 0.02 0.12 0.14 -0.032
C 4.844 -0.330 -2.465 0.38 0.44 -0.84 0.003
C 4.764 -0.906 -1.193 -1.52 -0.80 0.89 -0.124
C 5.747 -0.844 -0.170 -0.27 0.44 -0.06 0.033
C 5.423 -1.247 1.109 0.04 -0.41 -0.63 -0.005
C 4.131 -1.770 1.373 0.40 0.23 -0.45 -0.083
N 3.195 -1.855 0.431 1.90 0.75 0.34 -0.143
C 3.498 -1.506 -0.854 0.49 0.79 0.33 -0.133
H -2.846 -4.861 2.124 0.15 0.06 0.08 0.125
H -0.645 -3.570 2.527 -0.26 0.01 0.26 0.120
H -3.763 -4.948 -0.151 0.23 -0.02 0.03 0.140
H -3.611 -3.982 -2.547 -0.31 -0.23 -0.17 0.130
H -2.093 -3.266 -4.365 0.11 -0.08 0.41 0.129
H 0.240 -2.727 -3.932 -0.27 0.30 0.23 0.124
H 1.725 -0.806 -3.639 -0.60 -0.14 -0.52 0.114
H 3.900 0.123 -4.303 -0.24 0.01 0.21 0.128
H 5.723 0.236 -2.769 0.05 -0.34 0.15 0.136
H 6.725 -0.390 -0.403 -0.56 -0.34 0.22 0.143
H 6.201 -1.173 1.857 -0.36 -0.13 0.29 0.120
H 3.815 -2.130 2.346 0.22 0.29 0.10 0.117
F -1.406 4.057 2.485 -0.32 0.06 -0.42 0.047
C -2.163 4.006 1.349 -0.03 1.00 0.73 -0.214
C -2.015 2.905 0.523 0.48 -0.01 0.64 -0.083
C -2.848 2.942 -0.564 -0.66 0.43 -1.11 -0.243
F -2.778 1.922 -1.437 -0.19 -0.29 -0.36 0.056
C -3.747 3.993 -0.906 0.02 -0.95 0.10 -0.103
F -4.567 3.895 -1.998 1.02 0.17 1.08 0.087
C -3.828 5.074 -0.040 0.43 0.41 0.07 -0.140
F -4.579 6.148 -0.308 -0.04 -0.53 -0.01 0.125
C -3.026 5.103 1.106 0.35 -0.94 0.12 -0.123
F -3.136 6.145 1.955 0.26 -0.66 -0.46 0.108
Ge -0.514 1.208 0.973 -2.42 2.62 -2.40 0.815
S 0.858 -0.217 2.088 1.11 -2.28 0.46 0.343
C 1.060 2.459 0.134 0.05 -0.23 1.54 -0.142
C 1.248 2.267 -1.212 -1.18 -0.70 -0.54 -0.263
F 0.357 1.461 -1.863 0.56 0.03 0.01 0.032
C 2.215 2.880 -1.969 1.10 0.47 -0.73 -0.116
F 2.414 2.602 -3.303 -0.40 0.29 1.54 0.080
C 3.058 3.792 -1.324 0.08 0.06 0.36 -0.119
F 4.036 4.377 -2.029 -0.42 -0.15 0.40 0.122
C 2.898 4.075 0.053 0.35 -0.13 -0.39 -0.101
F 3.731 4.975 0.645 -0.94 -0.96 -0.53 0.104
C 1.916 3.365 0.765 -0.15 0.53 0.13 -0.206
F 1.750 3.657 2.080 0.23 -0.37 -0.84 0.077
C -2.008 0.469 2.303 0.31 -0.14 0.99 -0.196
C -2.155 0.676 3.673 0.17 -0.16 0.63 -0.232
F -1.284 1.470 4.309 -0.11 -0.02 -0.07 0.087
C -3.125 0.035 4.459 -0.70 -0.53 -0.77 -0.116
F -3.275 0.235 5.778 0.31 0.07 -0.78 0.125
C -3.999 -0.881 3.823 -0.17 -0.36 0.12 -0.100
F -4.951 -1.517 4.541 0.83 0.53 -0.48 0.116
C -3.867 -1.170 2.454 -0.02 0.40 0.23 -0.112
F -4.635 -2.101 1.807 0.73 1.08 0.85 0.086
C -2.910 -0.424 1.763 -0.01 -0.69 -1.14 -0.249
F -2.816 -0.653 0.425 -0.11 -0.28 0.23 0.041
```
Positions in Å, forces in eV/Å.

Computed properties:
Kohn-Sham gap (alpha / beta)	5.397 / 4.066	eV
HOMO energy (alpha / beta)	-9.9 / -10.6	eV
spin multiplicity	5
net charge	+1